one:
Here is the molecule C2H2S5 from the Open Molecules 2025 dataset. Energies are from the ωB97M-V functional and the def2-TZVPD basis.

Geometry (Å):
C: 0.5343 1.4918 0.5404
C: -0.1697 -1.6407 -0.1435
S: 2.1895 1.3642 0.5299
S: 0.5711 -1.0416 -1.4608
S: 2.3656 -0.4987 -0.5014
S: -0.1190 2.8462 1.2784
S: -1.5875 -2.5562 -0.1499
H: -1.3965 2.5588 1.1942
H: -2.3877 -2.5238 -1.2873

Its molar mass is 186.4 g/mol. Its net charge is 0. Its structure (SMILES) is SC#S#S#S#CS. Its HOMO-LUMO gap is 8.1 eV.


two:
Here is the molecule C2H2S5 from the Open Molecules 2025 dataset. Energies are from the ωB97M-V functional and the def2-TZVPD basis.

Geometry (Å):
C: 1.0644 1.3670 0.2052
C: -0.8291 -1.8607 0.5246
S: 2.5259 0.6903 -0.1561
S: 0.0629 -1.3197 -0.7702
S: 1.9939 -1.3617 0.0109
S: 0.8710 3.0351 0.1665
S: -2.4900 -2.0034 0.3636
H: -0.4252 3.0159 0.5432
H: -2.7739 -1.5628 -0.8877

Its molar mass is 186.4 g/mol. Its net charge is 0. Its structure (SMILES) is SC#S#S#S#CS. Its HOMO-LUMO gap is 8.3 eV.


Tell me which of them is the least stable. Sure, it is one.


one:
Here is a cluster of 2 separate species, C2H3O3S2 in total from the Open Molecules 2025 dataset. Energies are from the ωB97M-V functional and the def2-TZVPD basis.

Geometry (Å):
C: -1.7982 -0.1576 0.0005
C: -0.9666 -0.6500 -0.8061
O: 1.0792 1.0406 1.4044
O: 1.6120 -1.2698 0.3585
O: 1.2179 0.7758 -1.0575
S: -2.5905 0.4552 1.1996
S: 1.8770 0.1675 0.1319
H: -0.1871 -1.2252 -0.2686
H: 0.4345 1.5239 0.8744
H: -0.6781 -0.6603 -1.8372

Its molar mass is 139.2 g/mol. Its net charge is -1. Its HOMO-LUMO gap is 7.2 eV.


two:
Here is a cluster of 2 separate species, C2H3O3S2 in total from the Open Molecules 2025 dataset. Energies are from the ωB97M-V functional and the def2-TZVPD basis.

Geometry (Å):
C: -1.3033 2.1275 -0.6903
C: -0.1199 -0.8720 -0.3395
O: -2.0245 1.5754 -1.3595
O: -0.7670 2.8051 0.0411
O: 0.4253 0.3919 -0.6345
S: 1.3643 -2.4084 2.1415
S: 0.8069 -2.1943 -0.0779
H: -1.1571 -0.7153 -0.0003
H: 1.3297 0.3997 -1.1642
H: 1.4456 -1.1096 2.0836

Its molar mass is 139.2 g/mol. Its net charge is -1. Its HOMO-LUMO gap is 5.4 eV.


three:
Here is the ion C2H3O3S2 with charge -1 from the Open Molecules 2025 dataset. Energies are from the ωB97M-V functional and the def2-TZVPD basis.

Geometry (Å):
C: -1.3579 0.7240 -0.6228
C: -0.3772 0.0371 0.2908
O: 1.5924 2.5107 -1.3449
O: 1.3510 0.4191 -2.6384
O: -0.9545 1.5040 -1.5766
S: -3.0050 0.4681 -0.4026
S: 0.8495 1.7886 -2.3676
H: -0.9936 -0.2757 1.1043
H: 0.0893 -0.9301 -0.1729
H: 0.3233 0.8452 0.6869

Its molar mass is 139.2 g/mol. Its net charge is -1. Its HOMO-LUMO gap is 7.9 eV.


Tell me which of them is the least stable. Sure, it is one.


one:
Here is a structure of composition C4H4Br2O from the Open Molecules 2025 dataset. Energies are from the ωB97M-V functional and the def2-TZVPD basis.

Geometry (Å):
C: -0.3414 -0.0099 0.3529
C: 0.1925 1.1408 1.0085
C: -0.4135 0.0082 -1.1737
C: -1.6306 -0.0753 -0.3103
O: 0.0560 2.2691 0.7571
Br: -2.8207 -1.5099 0.2460
Br: -2.6613 1.6378 -0.1406
H: 0.0678 -0.9180 0.7020
H: 0.8183 0.8939 1.8884
H: -0.1212 0.8771 -1.7488
H: -0.1179 -0.9992 -1.5406

Its molar mass is 227.9 g/mol. Its net charge is 0. Its HOMO-LUMO gap is 9.9 eV.


two:
Here is a cluster of 2 separate species, C4H4Br2O in total from the Open Molecules 2025 dataset. Energies are from the ωB97M-V functional and the def2-TZVPD basis.

Geometry (Å):
C: -1.0663 -0.8861 -1.9746
C: 1.2288 0.9627 2.0250
C: -0.7028 0.0873 -1.1782
C: 1.2383 0.2053 0.9782
O: 0.1241 0.9658 -1.0539
Br: -1.9543 -0.0183 0.6581
Br: 1.5006 -1.4235 0.3753
H: -1.9228 -1.5306 -1.6920
H: -0.7641 -0.9189 -3.0067
H: 1.7875 0.7532 2.9391
H: 0.5309 1.8031 1.9297

Its molar mass is 227.9 g/mol. Its net charge is 0. Its HOMO-LUMO gap (spin up / spin down) is 6.2 / 6.2 eV.


Tell me which of them is the least stable. Sure, it is two.


one:
Here is a cluster of 2 separate species, C7H8N2O in total from the Open Molecules 2025 dataset. Energies are from the ωB97M-V functional and the def2-TZVPD basis.

Geometry (Å):
N: 4.5127 0.7013 -2.5760
C: 3.3691 0.8949 -2.4670
C: 2.0337 1.0218 -2.1162
C: 0.9740 0.9467 -1.5152
C: -0.0110 0.5192 -0.5625
C: -0.9317 -0.7055 -0.7091
C: -1.9981 0.0220 0.1571
C: -1.0783 1.2440 0.2249
N: 0.1788 0.8979 0.8305
H: -1.2614 -0.8605 -1.7423
H: -0.5129 -1.6446 -0.3237
H: -2.9212 0.2206 -0.3988
H: -2.2382 -0.4327 1.1277
H: -1.3636 2.2936 0.1541
H: 0.1522 0.0842 1.4518
O: 0.5130 -1.7958 2.4648
H: -0.3671 -2.0406 2.7665
H: 0.9502 -1.3664 3.2335

Its molar mass is 136.2 g/mol. Its net charge is 0. Its structure (SMILES) is N#CC#C[C@]12CC[C@H]1N2.O. Its HOMO-LUMO gap is 10.0 eV.


two:
Here is a cluster of 2 separate species, C7H8N2O in total from the Open Molecules 2025 dataset. Energies are from the ωB97M-V functional and the def2-TZVPD basis.

Geometry (Å):
C: -1.8243 -1.0596 2.1087
C: -0.7608 -0.9981 1.1962
C: -2.3510 0.0504 2.7261
C: -0.8556 1.3696 1.7667
C: -0.2801 0.3424 0.9656
C: 0.9137 0.4539 0.2265
C: 2.2296 -0.1090 -3.4249
N: -1.8084 1.2101 2.5548
N: 1.2867 0.3953 -2.4717
O: 1.6956 0.4417 -0.6211
H: -2.0790 -2.0562 2.3251
H: -0.3879 -1.8720 0.8988
H: -3.2021 -0.0458 3.4692
H: -0.4983 2.4692 1.5770
H: 3.1329 0.5866 -3.4272
H: 1.7618 0.0866 -4.3167
H: 2.4636 -1.0808 -3.2459
H: 0.5636 -0.1845 -2.3074

Its molar mass is 136.2 g/mol. Its net charge is 0. Its HOMO-LUMO gap (spin up / spin down) is 7.0 / 8.1 eV.


Tell me which of them is the least stable. Sure, it is two.


one:
Here is the molecule C7H8N2O from the Open Molecules 2025 dataset. Energies are from the ωB97M-V functional and the def2-TZVPD basis.

Geometry (Å):
C: 1.5374 0.3762 1.6070
C: 1.5867 2.0177 -0.7187
C: -1.1081 -0.8674 1.7597
C: 1.0230 0.8213 -0.8447
C: -0.5954 -0.6482 0.6048
C: -1.0181 -1.1405 -0.8176
C: 0.9518 -0.1511 0.3755
N: 1.8895 0.7391 2.6412
N: -1.9437 -0.5495 -1.5029
O: -0.3689 -2.1102 -1.2283
H: 1.7454 2.7426 -1.5341
H: 2.0312 2.4184 0.1872
H: -0.7303 -0.6410 2.7078
H: -2.0917 -1.3649 1.7489
H: 0.5917 0.6248 -1.8849
H: 1.4295 -1.1565 0.3146
H: -2.6920 -0.1741 -0.9665
H: -2.2380 -0.9366 -2.4490

Its molar mass is 136.2 g/mol. Its net charge is 0. Its structure (SMILES) is C=C[C@@H](C#N)C(=C)C(N)=O. Its HOMO-LUMO gap is 10.6 eV.


two:
Here is the molecule C7H8N2O from the Open Molecules 2025 dataset. Energies are from the ωB97M-V functional and the def2-TZVPD basis.

Geometry (Å):
C: 2.0301 0.0298 -0.2625
C: -0.1058 0.7088 -0.2257
C: -1.2655 1.3990 0.0816
C: -2.4766 0.6917 0.1821
C: -2.4577 -0.7063 0.1578
C: -1.2774 -1.4165 0.0222
C: -0.1240 -0.6834 -0.1372
H: 1.7080 0.0169 1.6365
H: 2.8969 -0.0273 -0.8920
H: 1.4392 1.9821 -0.1786
H: -1.3240 2.4799 0.0872
H: -3.3668 1.2610 0.3408
H: -3.4606 -1.1853 0.2454
H: -1.2144 -2.4761 0.0732
H: 1.4343 -1.9998 -0.3174
N: 1.1660 1.1108 -0.5971
N: 1.1097 -1.0831 -0.5799
O: 2.5024 -0.0479 1.0417

Its molar mass is 136.2 g/mol. Its net charge is 0. Its structure (SMILES) is OC1Nc2ccccc2N1. Its HOMO-LUMO gap is 8.6 eV.


Tell me which of them is the least stable. Sure, it is one.


one:
Here is a cluster of 2 separate species, CH6N2OS in total from the Open Molecules 2025 dataset. Energies are from the ωB97M-V functional and the def2-TZVPD basis.

Geometry (Å):
S: -0.9613 2.9762 -1.2652
H: -1.4688 3.6283 -0.2267
H: 0.3007 2.8778 -0.7687
N: -0.2208 -0.0525 0.0667
C: 0.0315 -1.2520 0.6441
N: 1.2558 -1.8731 0.2175
O: -0.7869 -1.9277 1.3082
H: 0.3884 0.2598 -0.6767
H: -1.1727 0.3041 0.0020
H: 1.6897 -2.2843 1.0539
H: 0.9444 -2.6567 -0.3553

Its molar mass is 94.1 g/mol. Its net charge is 0. Its structure (SMILES) is NC(N)=O.S. Its HOMO-LUMO gap is 10.1 eV.


two:
Here is a structure of composition CH6N2OS from the Open Molecules 2025 dataset. Energies are from the ωB97M-V functional and the def2-TZVPD basis.

Geometry (Å):
C: 0.3518 1.1606 0.0320
N: 0.9041 1.4140 1.1626
N: -1.7954 0.0695 -1.0697
O: -0.3729 -1.3184 0.7523
S: -1.1793 0.2315 0.3354
H: 1.9142 -1.4103 -0.3423
H: 0.7283 1.5239 -0.9713
H: -1.0328 -1.8070 1.2466
H: 1.6352 2.1036 0.9409
H: -2.7499 -0.1592 -1.1291
H: 1.5966 -1.8082 -0.9573

Its molar mass is 94.1 g/mol. Its net charge is 0. Its HOMO-LUMO gap is 9.5 eV.


Tell me which of them is the least stable. Sure, it is two.